1:
# Cl2O2S2

An isolated molecule of Cl2O2S2 (ωB97M-V/def2-TZVPD, the OMol25 dataset).

Calculated values
HOMO level in eV: -9.679
SMILES: O=S(Cl)#S(=O)Cl
Spin multiplicity: 1
Lowest unoccupied orbital energy in eV: -1.0

The geometry in XYZ format:
```
6
Properties=species:S:1:pos:R:3:lowdin_charge:R:1
Cl -1.7477 -1.2023 0.8074 0.282
Cl 1.3831 -1.4565 -0.9580 0.242
S -1.1599 0.4723 -0.0046 0.337
S 1.1253 0.2036 0.2015 0.361
O 1.5191 -0.1805 1.5308 -0.576
O -1.4337 0.1782 -1.5088 -0.647
```

2:
# Cl2O2S2

A structure of composition Cl2O2S2 (ωB97M-V/def2-TZVPD, the OMol25 dataset).

Calculated values
HOMO level (alpha / beta) in eV: -9.689 / -10.131
Spin multiplicity: 1
Lowest unoccupied orbital energy (alpha / beta) in eV: -3.7 / -3.1

The geometry in XYZ format:
```
6
Properties=species:S:1:pos:R:3:lowdin_charge:R:1
Cl -2.6820 -0.7881 -0.2655 0.175
Cl 2.9397 0.2335 -0.3227 0.128
S 1.9049 -1.3242 0.2332 0.377
S -1.2026 0.5913 0.3635 0.516
O -1.0341 1.4394 -0.7888 -0.469
O 0.0742 -0.1519 0.7803 -0.727
```

Which of them is most stable, and which least? Most stable: 1; least stable: 2.

1:
# C4H10NO2S

A structure of composition C4H10NO2S (ωB97M-V/def2-TZVPD, the OMol25 dataset).

Calculated values
HOMO level in eV: -3.002
Net charge: -1
Spin multiplicity: 1
Lowest unoccupied orbital energy in eV: 3.8

The geometry in XYZ format:
```
18
Properties=species:S:1:pos:R:3:lowdin_charge:R:1
S 2.0183 -0.8035 0.0604 0.364
O 0.7833 1.3856 -1.5161 -0.047
O 0.7522 -0.8331 -3.1149 0.013
N -1.3403 0.2631 0.9847 -0.107
C -0.8797 1.0732 2.1927 -0.124
C -0.4423 0.0103 -0.2156 -0.421
C 0.2339 -1.3626 -0.0572 -0.520
C 0.5575 1.0107 -0.4153 -0.569
H -0.0725 -1.9065 0.7971 0.029
H 1.0722 -1.6091 -2.9573 -0.078
H -1.1379 0.0420 -1.0468 0.131
H 0.0692 0.5532 2.5999 0.096
H -1.7030 -0.6605 1.3067 0.085
H -1.6804 1.2208 2.8745 0.038
H 0.2409 -1.8574 -1.0111 0.014
H 1.0243 1.6808 0.3376 0.096
H -0.6626 2.0362 1.7336 0.051
H 1.1669 -0.2430 -2.5529 -0.052
```

2:
# C4H10NO2S

A cluster of 2 separate species, C4H10NO2S in total (ωB97M-V/def2-TZVPD, the OMol25 dataset).

Calculated values
HOMO level in eV: -3.123
Net charge: -1
Spin multiplicity: 1
Lowest unoccupied orbital energy in eV: 3.6

The geometry in XYZ format:
```
18
Properties=species:S:1:pos:R:3:lowdin_charge:R:1
S 0.3321 1.9014 -1.9755 0.197
O 0.6230 -1.2910 3.4468 -0.052
O 0.9244 -1.0814 -3.3536 -0.117
N 0.5467 -0.6864 1.2654 0.071
C -0.0815 -0.0644 0.0732 -0.462
C -1.5511 0.2848 0.2989 -0.093
C 0.6947 1.1631 -0.3401 -0.744
C 0.0086 -0.7974 2.5015 -0.366
H 1.7697 0.8943 -0.3465 0.039
H -1.6426 0.8600 1.2292 0.065
H 0.7297 1.8928 0.4839 0.055
H -1.9112 0.9438 -0.4830 0.043
H 1.4786 -1.0149 1.1139 0.133
H -2.1448 -0.6213 0.4438 0.075
H -0.0462 -0.8322 -0.6943 0.114
H -1.0019 -0.4445 2.7001 0.114
H 1.0267 -0.5260 -2.5779 -0.063
H 0.2453 -0.5808 -3.7858 -0.010
```

Which of them is most stable, and which least? Most stable: 2; least stable: 1.

1:
# C4H10NO2S

A cluster of 2 separate species, C4H10NO2S in total (ωB97M-V/def2-TZVPD, the OMol25 dataset).

Calculated values
HOMO level (alpha / beta) in eV: -2.733 / -3.692
Net charge: -1
Spin multiplicity: 1
Lowest unoccupied orbital energy (alpha / beta) in eV: 3.5 / 3.7

The geometry in XYZ format:
```
18
Properties=species:S:1:pos:R:3:lowdin_charge:R:1
S 0.1696 -1.6626 0.1071 0.627
O 0.1291 -1.9316 1.5489 -0.468
O -0.9689 -2.1769 -0.6522 -0.443
N -0.0752 1.1182 0.1136 -0.053
C -1.4250 2.6678 1.4816 -0.135
C 1.7496 -1.9693 -2.0446 -0.232
C 1.6647 -2.1933 -0.5641 -0.369
C -1.3939 1.4505 0.5325 -0.456
H 1.6888 -0.9123 -2.3216 0.059
H 0.9307 -2.4949 -2.5357 0.051
H -0.9118 3.5085 1.0171 0.053
H 0.5086 1.0097 0.9444 -0.007
H -2.4462 2.9646 1.7161 0.051
H -1.9114 0.6159 1.0449 0.096
H -0.9078 2.4221 2.4086 0.057
H 2.6959 -2.3633 -2.4231 0.051
H -1.9748 1.6864 -0.3713 0.086
H 2.4778 -1.7394 -0.0023 0.032
```

2:
# C4H10NO2S

A cluster of 2 separate species, C4H10NO2S in total (ωB97M-V/def2-TZVPD, the OMol25 dataset).

Calculated values
HOMO level in eV: -3.422
Net charge: -1
Spin multiplicity: 1
Lowest unoccupied orbital energy in eV: 4.0

The geometry in XYZ format:
```
18
Properties=species:S:1:pos:R:3:lowdin_charge:R:1
S 2.5047 -1.0199 -0.2943 0.620
O 1.6480 -0.7693 -1.5083 -0.589
O 1.6332 -1.5907 0.8239 -0.602
N -2.1948 -1.8231 0.4315 -0.002
C 4.2546 1.0276 0.2808 -0.085
C 2.9533 0.6995 0.2330 -0.303
C -1.7172 0.2832 -0.9519 -0.112
C -1.3126 -0.6545 0.2932 -0.311
H -1.7499 -2.6343 -0.0014 0.064
H -2.8035 0.3312 -1.0731 0.038
H 5.0114 0.2692 0.1100 0.031
H 4.6375 1.9512 0.5148 -0.003
H -1.5747 -0.0117 1.0023 0.041
H -1.3645 1.3083 -0.8866 0.041
H -0.2542 -0.6890 0.1593 0.038
H -2.0566 -2.0474 1.3824 0.029
H -1.2382 -0.1504 -1.9058 0.075
H 2.1627 1.2316 0.6131 0.029
```

Which of them is most stable, and which least? Most stable: 2; least stable: 1.

1:
# C2H2IOS

A cluster of 2 separate species, C2H2IOS in total (ωB97M-V/def2-TZVPD, the OMol25 dataset).

Calculated values
HOMO level in eV: -2.517
Net charge: -1
Spin multiplicity: 1
Lowest unoccupied orbital energy in eV: 3.3

The geometry in XYZ format:
```
7
Properties=species:S:1:pos:R:3:lowdin_charge:R:1
I -2.1229 0.5002 -0.7182 0.460
S 2.4156 -0.8616 0.0748 0.599
O 0.4805 -0.8140 -1.7356 -0.096
C 1.1148 -0.7501 -0.7605 -1.029
C -0.5321 0.5466 0.6845 -0.721
H -0.6865 1.5867 0.9590 -0.137
H -0.6694 -0.2078 1.4961 -0.075
```

2:
# C2H2IOS

The ion C2H2IOS with charge -1 (ωB97M-V/def2-TZVPD, the OMol25 dataset).

Calculated values
HOMO level in eV: -3.578
Net charge: -1
SMILES: [O-]C(=S)CI
Spin multiplicity: 1
Lowest unoccupied orbital energy in eV: 3.0

The geometry in XYZ format:
```
7
Properties=species:S:1:pos:R:3:lowdin_charge:R:1
I 0.0420 -2.3384 -0.7046 0.602
S 1.4711 1.9422 -0.6816 0.467
O 1.3476 0.2697 -2.7797 -0.154
C 1.0814 0.7086 -1.6495 -1.082
C -0.2022 -0.2637 -0.6845 -0.749
H -0.1550 0.0736 0.3606 -0.035
H -1.1532 0.0500 -0.9168 -0.048
```

Which of them is most stable, and which least? Most stable: 2; least stable: 1.